Molecular formula: C7H10N
Method: DFT, ωB97M-V/def2-TZVPD

Atoms and positions in Å:
N: -1.029 0.493 -0.113
H: 0.978 2.068 2.046
H: 2.996 -1.526 -0.354
H: 1.635 -2.595 -0.055
C: 1.954 -1.709 -0.500
C: -0.794 1.324 0.951
H: -2.732 1.603 -0.442
H: -1.534 1.903 1.348
H: 1.766 -1.876 -1.574
H: -2.991 -0.396 -0.534
H: -0.505 -0.947 -1.527
C: -0.144 -0.441 -0.711
C: 1.297 0.245 0.990
C: -2.379 0.591 -0.698
H: 2.224 0.032 1.435
C: 0.495 1.299 1.450
C: 0.929 -0.656 -0.003
H: -2.166 0.589 -1.709

Output
- energy above the lowest of the compared OMol25 structures with the same formula, charge and spin (kcal/mol) = 0.8
- charge = +1
- HOMO (eV) = -14.98
- LUMO energy (Eh) = -0.1721